The following is a DFT calculation (ωB97M-V/def2-TZVPD) of a structure of composition ClH2O2PS2 at a distorted geometry.

```
8
Properties=species:S:1:pos:R:3:forces:R:3:nbo_charge:R:1
O -0.30262 -0.98153 -0.21323 2.81 -1.00 -0.02 -1.058
S -0.30726 1.58197 1.07419 -0.40 0.79 0.15 -0.513
P -1.20508 0.16984 0.06452 -3.55 0.57 1.05 1.289
S 1.61306 0.12747 0.23414 -0.61 -2.92 1.92 1.483
H -2.47307 -0.30236 0.71642 1.50 0.53 -0.52 -0.049
Cl 2.37135 -1.90176 0.21251 0.03 0.63 -0.19 -0.288
H -1.73158 0.56328 -1.14631 -0.20 0.56 -0.47 -0.082
O 2.03521 0.74309 -0.94223 0.41 0.84 -1.93 -0.782
```
Positions in Å, forces in eV/Å.

charge: 0
DFT total energy: -1749.54398 a.u.
ΔE to the lowest compared entry with this formula, charge and spin: 3.809 eV